1.
95
Properties=species:S:1:pos:R:3 method="wB97M-V/def2-TZVPD" gap_ev=9.3 e_above_lowest_kcal_mol=20.8 smiles=COC[C@H](C)N.COC[C@H](C)N.COC[C@H](C)N.COC[C@H](C)N.CCO.CCO.CCO multiplicity=1
C -2.5054 1.7885 2.9785
C -2.8444 0.2973 3.2234
C -1.6871 -0.3598 3.9930
O -0.5189 -0.4678 3.2020
C 0.4317 -1.2604 3.8675
N -4.0436 0.1324 4.0446
H -2.7149 2.3628 3.8773
H -3.0677 2.1472 2.1137
H -1.4665 1.8776 2.6516
H -3.0911 -0.2674 2.3220
H -1.9814 -1.3638 4.3218
H -1.5058 0.2107 4.9143
H 0.1410 -2.3089 3.9782
H 0.6868 -0.9046 4.8725
H 1.3778 -1.2105 3.3254
H -3.8476 0.4778 4.9787
H -4.8238 0.6519 3.6654
C -0.1561 5.2776 1.9187
C 0.5023 5.8267 0.6782
C 1.1257 4.7483 -0.1816
O 1.9359 5.3522 -1.1900
C 3.0895 4.5909 -1.5106
N -0.4775 6.5972 -0.1070
H -0.6214 6.0814 2.4879
H 0.5136 4.7467 2.5981
H -0.9170 4.5388 1.6448
H 1.3614 6.4393 0.9646
H 0.3571 4.1163 -0.6448
H 1.7560 4.0897 0.4283
H 3.7396 4.5574 -0.6377
H 3.5958 5.0923 -2.3340
H 2.7664 3.6102 -1.8698
H 0.0001 6.9825 -0.9161
H -1.1597 5.9512 -0.4937
C 3.2024 -4.6385 -2.6021
C 1.8842 -4.2506 -3.2423
C 1.9465 -3.5103 -4.5784
O 2.5332 -2.2383 -4.4236
C 1.6832 -1.2875 -3.7981
N 1.0349 -5.4340 -3.4086
H 3.8220 -5.2761 -3.2286
H 2.9987 -5.1067 -1.6360
H 3.7542 -3.7402 -2.3140
H 1.3350 -3.5361 -2.6110
H 0.9177 -3.4055 -4.9448
H 2.5509 -4.0571 -5.3050
H 0.6188 -1.5116 -3.9036
H 1.8958 -0.3150 -4.2416
H 1.9713 -1.2906 -2.7442
H 0.8402 -5.7587 -2.4655
H 0.1276 -5.2784 -3.8287
C -3.1045 -3.0085 0.1807
C -2.4372 -4.2241 0.7997
C -0.9957 -4.0736 1.2954
O -0.1516 -3.9621 0.1492
C 1.1932 -3.7394 0.5100
N -3.2730 -4.6163 1.9544
H -2.4887 -2.5615 -0.6016
H -3.2983 -2.2782 0.9677
H -4.0514 -3.2972 -0.2759
H -2.4725 -5.0417 0.0694
H -0.6667 -4.9134 1.9095
H -0.9695 -3.1400 1.8674
H 1.6652 -4.5551 1.0661
H 1.3866 -2.8043 1.0446
H 1.7299 -3.6445 -0.4337
H -2.9540 -5.4662 2.4156
H -4.1420 -4.9625 1.5498
C 4.2719 2.0763 0.7070
C 3.7082 1.6733 2.0563
O 2.5111 2.4465 2.2599
H 4.5939 3.1056 0.8674
H 3.6008 1.9796 -0.1444
H 5.1635 1.5348 0.3721
H 4.3032 2.0122 2.9081
H 3.5005 0.6071 2.1843
H 1.7462 1.8511 2.1145
C -3.6701 2.0796 -4.0182
C -2.6305 1.2825 -3.1937
O -2.0822 2.2685 -2.2899
H -3.1518 2.8894 -4.5308
H -4.4172 2.4774 -3.3368
H -4.1468 1.4585 -4.7815
H -1.8327 0.8993 -3.8319
H -3.1464 0.4409 -2.7379
H -1.5366 2.8612 -2.8131
C -0.0806 -0.4360 -0.5195
C -0.0917 0.9882 -0.0116
O 0.4842 0.9907 1.2923
H 0.8924 -0.8374 -0.7986
H -0.6398 -0.4158 -1.4675
H -0.6565 -1.1228 0.1014
H -1.1328 1.3225 0.0216
H 0.4543 1.6519 -0.6807
H -0.0518 0.4370 1.9138


2.
80
Properties=species:S:1:pos:R:3 method="wB97M-V/def2-TZVPD" gap_ev="6.0 / 4.6" e_above_lowest_kcal_mol=0.0 total_charge=+2 multiplicity=3
W 0.1203 -1.3077 0.9959
C -1.5847 -1.6951 2.2382
C -1.2227 -2.9202 1.5355
C 0.5463 -2.3232 2.9157
C -0.5072 -1.3875 3.1407
C 0.1162 -3.2649 1.9328
C -2.8828 -0.9648 2.2070
H -3.5218 -1.3361 1.3929
H -2.7114 0.1174 2.0707
H -3.4326 -1.0792 3.1556
C -0.4957 -0.3499 4.2070
H -1.4501 0.1799 4.2634
H 0.2858 0.3873 4.0054
H -0.2761 -0.7950 5.1884
C 1.8413 -2.3763 3.6506
H 1.6900 -2.4770 4.7351
H 2.4271 -1.4662 3.4794
H 2.4497 -3.2207 3.3117
C 0.8887 -4.4766 1.5383
H 0.8117 -5.2699 2.2995
H 1.9498 -4.2371 1.4382
H 0.5419 -4.8866 0.5876
C -2.0393 -3.7007 0.5718
H -2.3583 -4.6624 1.0087
H -1.4524 -3.9422 -0.3255
H -2.9361 -3.1602 0.2564
C -1.9801 2.8620 -0.7950
C -3.0778 2.0818 -0.8688
C -3.1200 0.5791 -0.8927
C -1.9884 0.0187 -1.7419
C -0.7213 -0.3913 -1.0514
C 0.4505 0.4636 -1.1721
C 0.4621 1.8954 -0.7679
C -0.5986 2.8442 -1.3605
H -4.0812 0.2596 -1.3215
H -1.6992 0.8342 -2.5359
H -3.0773 0.1544 0.1186
H -0.5735 2.7583 -2.4639
H -2.1893 3.8719 -0.4038
H -4.0721 2.5302 -0.7176
H -0.2115 3.8619 -1.1456
H 0.4393 1.9587 0.3255
H 1.3931 -0.0209 -0.8114
H 1.4620 2.3087 -1.0320
H -2.4057 -0.8112 -2.3141
H -0.4972 -1.4858 -1.2146
P -1.0278 1.0963 -4.1634
C -1.0649 2.8296 -4.7153
C -2.1457 0.2342 -5.3026
P 1.0925 -0.8623 -3.0517
C 0.6734 0.5105 -4.2428
C 0.3446 -2.2675 -3.9796
C 2.8363 -1.1080 -3.5322
H -0.1315 3.3570 -4.4824
H -1.8909 3.3631 -4.2265
H -1.2249 2.8634 -5.8018
H -2.1054 0.6691 -6.3119
H -3.1763 0.3661 -4.9411
H -1.9351 -0.8434 -5.3628
H 2.9154 -0.7749 -4.5762
H 3.1081 -2.1674 -3.4587
H 3.5072 -0.5021 -2.9127
H 1.3739 1.3374 -4.0316
H 0.8872 0.1430 -5.2728
H 0.9935 -3.1485 -3.8556
H 0.3078 -2.0084 -5.0489
H -0.6693 -2.5039 -3.6291
C 1.3083 0.1905 1.6952
C 1.8036 1.1171 2.3785
C 2.4062 1.9937 3.2908
C 3.6947 1.7038 3.8104
C 4.2131 2.4807 4.8418
C 3.4957 3.5734 5.3463
C 2.2421 3.8966 4.8015
C 1.6972 3.1237 3.7765
H 4.2512 0.8620 3.3877
H 5.1968 2.2294 5.2553
H 3.9062 4.1761 6.1643
H 1.6806 4.7511 5.1812
H 0.7250 3.3601 3.3354


3.
41
Properties=species:S:1:pos:R:3 method="wB97M-V/def2-TZVPD" gap_ev=8.8 e_above_lowest_kcal_mol=23.8 smiles="COc1ccc(C)cc1NC(=O)CCN1CCCC1" multiplicity=1
C -0.8243 -3.4057 -0.1011
H -1.3131 -3.6845 -1.0399
O -0.6586 -2.0138 -0.0004
C -1.7883 -1.2218 0.0000
C -3.0863 -1.6834 -0.0988
C -4.1472 -0.7871 -0.0922
C -3.9313 0.5756 0.0113
C -2.6241 1.0417 0.1125
C -1.5554 0.1636 0.1090
N -0.2224 0.5629 0.2129
C 0.3162 1.8133 0.2252
O -0.3212 2.8430 0.1978
C 1.8323 1.7674 0.2658
C 2.4166 1.2286 -1.0731
N 3.4073 0.1837 -1.0000
C 2.9654 -1.1539 -0.6536
C 3.2423 -1.3571 0.8495
H 2.3549 -1.1345 1.4441
H 3.5285 -2.3859 1.0605
C 4.3792 -0.3684 1.1520
H 5.2993 -0.8873 1.4151
H 4.1236 0.2901 1.9821
C 4.5643 0.4333 -0.1586
H 5.4487 0.0661 -0.6904
H 4.6909 1.5005 0.0173
H 3.5781 -1.8570 -1.2300
H 1.9226 -1.3147 -0.9261
H 2.8759 2.0619 -1.6119
H 1.6055 0.8518 -1.7022
H 2.1395 1.1261 1.0898
H 2.1967 2.7754 0.4618
H 0.4182 -0.2193 0.2286
H -2.4280 2.0982 0.1921
C -5.0682 1.5516 0.0182
H -6.0233 1.0389 -0.0618
H -4.9735 2.2472 -0.8143
H -5.0598 2.1344 0.9380
H -5.1539 -1.1702 -0.1706
H -3.2924 -2.7388 -0.1827
H 0.1815 -3.8239 -0.0806
H -1.3992 -3.8031 0.7412


4.
96
Properties=species:S:1:pos:R:3 method="wB97M-V/def2-TZVPD" gap_ev=7.7 smiles="CCSC[C@@](O)(CC(=O)Br)OC=O.O=C1c2ccccc2C(=O)c2ccccc21.O=C1c2ccccc2C(=O)c2ccccc21.O=C1c2ccccc2C(=O)c2ccccc21" multiplicity=1
C 0.9840 -1.1997 1.5107
C 0.7577 -2.5282 0.5776
S -0.5199 -3.7411 1.2132
C -1.8758 -2.9030 2.1970
C -3.1624 -2.3916 1.2993
O -2.6700 -2.2493 -0.0913
C -4.3297 -3.5580 1.4651
C -5.3666 -3.6160 0.1797
O -6.6428 -3.1538 0.2922
Br -4.8108 -4.4115 -1.6148
O -3.7096 -1.1143 1.8576
C -4.2346 -0.2585 0.7707
O -3.5278 0.8152 0.3227
H 0.4939 -1.2444 2.5724
H 0.6910 -0.2204 0.8948
H 2.1590 -1.0942 1.6935
H 0.5867 -2.2204 -0.5628
H 1.7990 -3.1117 0.5724
H -2.2969 -3.7268 2.9511
H -1.5277 -2.0082 2.8669
H -1.9295 -1.5759 -0.1379
H -4.9640 -3.2371 2.4237
H -3.8828 -4.6242 1.7411
H -5.2945 -0.5009 0.3314
C 6.0601 -8.8826 2.6435
C 5.5750 -7.6665 3.1241
C 4.6992 -6.9076 2.3461
C 4.3164 -7.3603 1.0777
C 4.8207 -8.5641 0.5872
C 5.6857 -9.3330 1.3768
C 4.4629 -9.0272 -0.7691
O 4.9027 -10.0863 -1.1993
C 3.5751 -8.1917 -1.6021
C 3.2742 -8.5901 -2.9111
C 2.4247 -7.8126 -3.7012
C 1.8674 -6.6432 -3.1847
C 2.1699 -6.2410 -1.8830
C 3.0335 -7.0121 -1.0937
C 3.3756 -6.5596 0.2692
O 2.8899 -5.5295 0.7222
H 6.7354 -9.4786 3.2535
H 5.8769 -7.3094 4.1062
H 4.3205 -5.9617 2.7300
H 6.0726 -10.2806 1.0060
H 3.7026 -9.5035 -3.3209
H 2.1965 -8.1211 -4.7191
H 1.1999 -6.0411 -3.7974
H 1.7349 -5.3242 -1.4883
C -6.5585 3.5725 -2.2607
C -5.5356 2.9443 -1.5508
C -4.2070 3.3141 -1.7661
C -3.8990 4.3074 -2.7037
C -4.9198 4.9181 -3.4310
C -6.2540 4.5580 -3.2008
C -4.6028 5.9317 -4.4578
O -5.4993 6.4712 -5.0947
C -3.1904 6.2791 -4.7118
C -2.8721 7.1958 -5.7223
C -1.5397 7.5400 -5.9602
C -0.5249 6.9786 -5.1858
C -0.8387 6.0608 -4.1822
C -2.1737 5.7032 -3.9516
C -2.4923 4.7048 -2.9119
O -1.6006 4.2074 -2.2339
H -7.5946 3.2907 -2.0863
H -5.7720 2.1672 -0.8273
H -3.4140 2.8230 -1.2045
H -7.0573 5.0401 -3.7551
H -3.6588 7.6412 -6.3294
H -1.2944 8.2481 -6.7488
H 0.5125 7.2520 -5.3660
H -0.0406 5.6229 -3.5849
C 3.9083 3.6156 5.8417
C 3.4232 4.8317 6.3223
C 2.5474 5.5906 5.5443
C 2.1646 5.1379 4.2759
C 2.6689 3.9340 3.7854
C 3.5339 3.1652 4.5749
C 2.3111 3.4710 2.4291
O 2.7508 2.4119 1.9989
C 1.4233 4.3065 1.5961
C 1.1224 3.9081 0.2870
C 0.2729 4.6856 -0.5030
C -0.2844 5.8550 0.0135
C 0.0181 6.2572 1.3152
C 0.8817 5.4861 2.1045
C 1.2238 5.9386 3.4674
O 0.7381 6.9687 3.9204
H 4.5836 3.0196 6.4517
H 3.7251 5.1888 7.3044
H 2.1687 6.5365 5.9282
H 3.9208 2.2176 4.2042
H 1.5508 2.9947 -0.1227
H 0.0447 4.3771 -1.5209
H -0.9519 6.4571 -0.5992
H -0.4169 7.1740 1.7099


5.
13
Properties=species:S:1:pos:R:3 method="wB97M-V/def2-TZVPD" gap_ev=8.1 e_above_lowest_kcal_mol=80.5 multiplicity=1
O -2.7506 -0.3153 0.9723
C -1.5891 -0.5127 0.7204
C -0.5966 0.6086 0.4908
N 0.5620 0.1252 -0.2749
C 0.3289 -0.2695 -1.5237
C 1.7126 0.0992 0.3851
H -1.1522 -1.5247 0.6382
H -0.2489 0.9747 1.4630
H -1.0809 1.4126 -0.0608
H 1.1511 -0.6354 -2.1227
H -0.6860 -0.3460 -1.8634
H 2.5857 -0.2785 -0.1225
H 1.7640 0.6619 1.2981


6.
58
Properties=species:S:1:pos:R:3 method="wB97M-V/def2-TZVPD" gap_ev=5.1 e_above_lowest_kcal_mol=0.0 multiplicity=1
C 1.6292 1.8555 1.8106
N 1.1548 1.3272 0.5247
C 2.0631 1.4454 -0.6404
C 0.0875 0.5628 0.4729
Cl 0.0348 -0.6914 -0.6691
H 2.3312 2.6635 1.5855
H 0.7654 2.2084 2.3841
H 2.1389 1.0709 2.3969
H 2.7440 2.2668 -0.4211
H 2.6350 0.5211 -0.8028
H 1.4734 1.6527 -1.5423
H -0.6875 0.5620 1.2450
C -7.6151 -0.3765 4.1424
C -6.5400 0.3162 3.3920
C -6.5343 1.6298 2.9727
C -5.3356 2.0009 2.2785
C -4.4080 0.9864 2.2183
B -2.9219 1.1078 1.5269
C -2.1373 2.0147 2.6282
C -1.5359 1.4077 3.7045
C -0.9347 2.1964 4.6804
C -0.2734 1.5146 5.8475
F -0.4529 2.1900 7.0209
F -0.7259 0.2381 6.0302
F 1.0854 1.4218 5.6531
C -0.9167 3.5830 4.5932
C -1.5216 4.1678 3.4970
C -1.5776 5.6677 3.3509
F -1.1225 6.0760 2.1243
F -2.8649 6.1328 3.4600
F -0.8371 6.3159 4.2939
C -2.1194 3.3912 2.5009
O -2.5202 -0.2565 1.3542
C -2.9785 -0.9900 0.2443
C -3.7641 -0.1803 -0.8325
C -3.3864 -0.6732 -2.2250
C -5.2292 -0.4418 -0.5571
C -3.5032 1.3476 -0.8522
O -3.0019 1.8954 0.3512
S -4.9917 -0.4308 3.0374
H -8.4943 0.2791 4.1679
H -7.8969 -1.3177 3.6561
H -7.2859 -0.5961 5.1664
H -7.3845 2.2887 3.1484
H -5.1922 2.9959 1.8708
H -1.5542 0.3244 3.7923
H -0.4468 4.1947 5.3675
H -2.5784 3.8815 1.6467
H -2.0822 -1.4452 -0.2037
H -3.6337 -1.7891 0.6269
H -4.1153 -0.3125 -2.9563
H -2.3936 -0.2985 -2.5087
H -3.3800 -1.7646 -2.2750
H -5.8616 0.0565 -1.3014
H -5.4260 -1.5173 -0.6141
H -5.5077 -0.1102 0.4503
H -2.7682 1.6306 -1.6341
H -4.4501 1.8615 -1.0864


7.
47
Properties=species:S:1:pos:R:3 method="wB97M-V/def2-TZVPD" gap_ev=8.9 e_above_lowest_kcal_mol=94.8 total_charge=-1 multiplicity=1
O 1.2573 3.7080 1.0860
H -1.3278 3.3951 2.0937
H 0.9372 1.7307 -0.4826
O 0.9839 -0.6393 0.8881
H 1.3390 4.4762 0.5786
H 0.8264 3.0017 0.3835
O -3.4806 -3.4471 0.2836
H 1.4153 -0.9174 0.1080
H -0.4707 -0.0077 -0.5908
O 0.0431 1.5525 -0.3121
H 3.9069 0.2048 2.3281
H 0.7250 0.3743 0.7597
O 4.0879 0.7009 1.5431
H -0.4849 -0.9569 -2.6731
H 2.8292 3.4039 3.7485
O 1.9362 0.1477 -1.4821
H 2.2904 -0.4963 -2.0761
H 1.0607 0.2796 -1.9481
O -5.1959 0.9897 -0.5482
H -5.7312 1.1794 0.2218
H -4.2573 1.2057 -0.3068
O -3.5844 1.3121 1.3390
H -3.1301 2.0677 1.6707
H -3.7289 -4.1487 -0.3346
O 3.4298 -3.3238 -3.1522
H 2.7402 -3.9280 -2.8711
O 2.1389 -5.0925 -1.4352
H 2.0434 -4.3411 -0.8976
H 1.2731 -5.1457 -1.8730
O -1.2460 -0.6672 -0.9219
H -3.5765 -2.6772 -0.3575
H 3.3645 0.5409 0.9411
O 2.2127 3.5216 4.5152
H 0.6476 2.8022 -2.4632
H 1.2804 3.1720 4.2459
O -2.8253 -4.5971 3.0075
H -1.8627 -4.3158 3.1702
H -2.7914 -4.0657 2.1117
O -1.1995 4.0239 2.8134
H -0.0444 -0.4014 -4.1216
H -0.2487 4.1862 2.6742
O -0.2789 -1.0921 -3.5390
H 4.0447 -3.1609 -2.4720
H -2.7416 0.8401 1.0812
O 1.0476 2.5361 -3.2885
H -1.4699 -1.0775 -0.0515
H 1.8149 3.1465 -3.3939


8.
19
Properties=species:S:1:pos:R:3 method="wB97M-V/def2-TZVPD" gap_ev="7.6 / 7.6" e_above_lowest_kcal_mol=12.2 total_charge=+1 smiles="[H]/N=C(/N)N(Cl)N/N=N/C(N)=[NH2+]" multiplicity=1
C -2.5235 0.8446 0.1515
C 1.9112 -0.8069 -0.1744
N -1.7511 1.4422 0.9830
N 0.7938 -1.5174 0.0191
N -0.2742 -0.7116 -0.0177
N -3.5127 1.4449 -0.5127
N 1.9956 0.2440 -0.9680
N -1.4208 -1.3435 0.1154
N -2.5068 -0.5726 -0.0550
N 2.9308 -1.1739 0.6250
Cl -3.9798 -1.4155 -0.1159
H -1.0859 0.8804 1.4655
H -3.4141 2.4937 -0.5581
H -4.4117 1.1210 -0.8578
H 1.3776 0.3357 -1.7347
H 2.8622 0.6398 -1.3377
H -1.5188 -2.3073 0.4654
H 2.6788 -1.6197 1.5557
H 3.8705 -0.7786 0.6407